*w*
Below is C31H47BiClO3PSi2 as an isolated structure, with properties calculated with ωB97M-V/def2-TZVPD.

- charge = +2
- lowest unoccupied orbital energy (eV) = -6.387
- Kohn-Sham gap (eV) = 7.875

Last column: Mulliken charge in e.
Atoms and positions in Å:
H: 0.434 3.043 3.451  0.502
Bi: -0.835 -0.055 0.849  1.260
H: -2.030 -2.387 -0.180  0.323
H: -1.942 -4.032 0.338  0.547
C: -2.092 3.518 -4.309  -0.935
C: -0.227 2.267 3.063  -0.551
H: -0.119 -1.054 5.418  0.358
H: 0.270 -4.352 2.733  0.324
H: -1.832 3.562 2.474  0.371
H: 4.842 1.879 -3.233  0.464
H: 0.910 3.872 1.430  0.431
C: 3.273 -1.499 3.040  -1.143
C: -2.425 -1.036 -2.453  -1.024
C: 1.175 1.178 -2.259  1.144
H: 0.686 -1.431 2.309  -0.646
C: -2.296 0.166 4.583  -0.641
C: -3.019 -2.036 -3.202  -0.566
C: 3.817 1.682 -2.951  -0.893
C: -0.740 -1.584 4.691  -0.730
C: -1.146 -0.579 -2.785  1.410
H: 0.496 -0.744 -4.174  0.463
H: -3.844 1.589 4.246  0.430
H: 4.808 -1.668 0.089  0.409
H: 4.360 -1.475 3.152  0.367
H: 1.916 -3.770 -1.163  0.410
C: 2.912 2.731 -2.854  -0.813
H: -0.570 -2.519 -5.493  0.493
H: -0.111 -2.223 4.078  0.054
H: 4.113 -0.434 -2.759  0.507
C: 3.407 0.382 -2.690  -1.043
C: 0.832 -4.403 1.800  -1.079
H: -2.013 -2.778 1.565  0.413
H: -0.552 2.042 -4.276  0.469
H: 2.601 1.399 1.855  0.033
H: -4.139 4.262 -1.714  0.537
H: 2.852 -0.821 3.787  0.296
C: -1.085 -2.109 -4.634  -0.644
H: 1.017 2.784 0.037  0.010
C: 2.093 0.131 -2.330  -0.431
C: -1.325 2.540 -3.703  -0.835
H: 1.896 -4.360 2.040  0.325
H: -1.713 0.844 5.220  0.365
Cl: -2.965 2.377 -0.041  -0.067
C: -2.345 -2.577 -4.290  -0.715
H: -0.063 1.344 3.618  0.125
H: 3.839 -3.077 0.491  0.392
C: -0.479 -1.110 -3.885  -0.662
H: 3.232 3.744 -3.057  0.478
H: 2.892 1.208 0.117  -0.043
C: 0.384 3.106 0.860  -0.692
C: 0.863 -3.495 -1.124  -0.736
O: -1.416 -0.664 3.831  -0.056
C: -1.672 2.704 3.130  -0.674
C: -3.099 4.149 -3.591  -0.613
H: 3.407 -2.083 -0.893  0.137
H: 0.685 -2.691 -1.839  0.044
C: -1.542 2.175 -2.369  0.293
H: -1.461 -2.205 5.226  0.342
H: -1.907 3.782 -5.341  0.465
H: -2.923 -0.439 5.247  0.560
O: -2.509 1.665 2.661  -0.284
H: 0.889 3.309 -2.469  0.498
P: -0.516 0.788 -1.776  0.571
C: -3.209 0.923 3.655  -0.788
H: -3.702 4.916 -4.058  0.435
C: 3.147 0.824 1.107  -0.467
C: 3.784 -2.049 0.124  -0.838
H: 0.286 -4.358 -1.464  0.510
H: -2.971 -0.589 -1.626  0.499
Si: 2.792 -1.000 1.307  -0.134
C: 1.590 2.484 -2.517  -0.641
H: -3.847 0.232 3.104  0.339
H: 4.212 1.006 1.266  0.549
H: -1.922 3.015 4.148  0.505
H: -2.811 -3.356 -4.878  0.448
C: -2.572 2.808 -1.681  0.792
C: -1.583 -3.030 0.590  -1.398
H: 2.944 -2.512 3.279  0.322
C: -3.346 3.790 -2.277  -0.716
H: -0.561 3.500 0.491  0.255
C: 0.911 -1.363 1.230  0.610
H: 1.777 -0.880 -2.111  0.111
H: 0.638 -5.382 1.355  0.450
Si: 0.314 -3.077 0.604  0.313
H: -4.010 -2.386 -2.946  0.485
O: 0.187 1.953 1.706  0.257

***

*x*
Below is C31H47BiClO3PSi2 as an isolated structure, with properties calculated with ωB97M-V/def2-TZVPD.

- charge = +2
- lowest unoccupied orbital energy (eV) = -6.030
- Kohn-Sham gap (eV) = 8.099

Last column: Mulliken charge in e.
Atoms and positions in Å:
H: -4.906 -0.570 -0.733  0.319
C: -0.796 -4.155 -3.690  -0.615
H: -0.936 4.645 2.167  0.326
C: 1.784 -3.614 1.194  -0.575
H: 0.120 3.529 -1.438  0.413
H: -0.604 3.730 -3.017  0.506
H: 0.113 -0.847 4.018  0.676
H: -2.339 0.056 -1.000  0.683
C: -3.257 0.836 2.675  -0.720
H: 0.717 -3.779 1.107  0.636
H: -2.562 1.083 -3.771  0.316
H: 4.399 -1.154 -4.573  0.473
C: 3.316 0.450 -1.239  -0.465
C: 2.527 -4.459 2.003  -0.991
H: -2.507 4.851 -1.683  0.473
C: 3.788 -2.416 0.596  -0.659
H: -5.477 -0.763 0.922  0.371
C: -2.164 0.961 -0.408  -0.010
C: 2.411 -2.596 0.469  0.982
H: -1.732 -1.498 1.133  0.008
C: -2.876 4.045 -1.043  -1.220
H: 5.596 -3.128 1.490  0.475
H: -1.539 -2.281 -4.448  0.527
H: 2.713 2.632 1.251  0.288
H: -3.266 2.691 -3.886  0.391
C: -4.580 -0.638 0.309  -1.360
Si: -2.174 2.428 -1.690  1.032
H: -3.964 4.070 -1.089  0.408
H: -1.501 -1.882 2.847  0.383
H: 1.456 4.081 2.613  0.534
H: 0.120 -5.850 -2.755  0.469
C: 1.157 3.030 2.669  -0.781
C: 4.327 1.033 -1.991  -0.935
Cl: -0.282 -0.298 -2.837  -0.008
Si: -3.663 0.919 0.827  0.806
H: 0.257 2.256 -2.665  0.429
H: 1.334 -4.513 -1.085  0.564
O: -0.481 -0.227 2.127  0.166
H: 2.376 0.260 3.844  0.611
H: 2.117 -1.030 2.653  -0.047
H: -2.578 4.277 -0.019  0.241
C: -3.103 1.845 -3.212  -1.143
C: 0.692 -4.021 -1.801  -0.651
H: 0.919 2.810 3.714  0.468
H: 2.032 -5.252 2.549  0.482
C: 4.525 -3.266 1.407  -0.865
H: 0.013 0.898 3.744  0.078
C: -1.113 3.579 2.321  -0.448
C: 2.333 2.200 2.178  -0.737
H: -0.208 -2.253 1.681  0.212
C: -0.921 -2.773 -3.709  -0.695
C: -4.868 2.350 0.676  -1.414
C: 2.690 -0.716 -1.685  0.936
C: 4.096 -0.702 -3.638  -0.754
Bi: 0.035 0.890 -0.033  1.258
H: 3.048 0.872 -0.281  0.485
H: -5.265 2.480 -0.332  0.328
H: -5.712 2.106 1.327  0.414
H: -1.299 3.399 3.382  0.408
H: 4.821 1.927 -1.632  0.486
C: 0.576 -2.634 -1.791  -0.295
H: 4.294 -1.623 0.063  0.479
C: -0.227 -2.041 -2.768  0.749
H: -3.983 -1.549 0.413  0.384
H: -3.407 -0.176 3.061  0.388
C: -0.999 -1.552 1.937  -1.158
H: -4.084 1.438 -2.954  0.332
C: -0.421 2.994 -2.228  -1.388
H: 5.503 0.912 -3.778  0.424
C: 0.013 -4.773 -2.749  -0.918
H: -1.327 -4.748 -4.424  0.428
O: 2.056 0.835 1.869  -0.183
O: 0.007 2.814 1.861  -0.219
H: -4.467 3.307 1.017  0.424
P: 1.431 -1.516 -0.631  0.727
H: 2.634 -2.211 -3.235  0.493
C: 3.093 -1.295 -2.887  -0.693
H: -2.252 1.153 2.939  -0.282
C: 4.714 0.460 -3.193  -0.663
C: 1.797 -0.035 2.964  -0.470
H: -1.978 3.261 1.746  -0.428
H: 3.124 2.256 2.930  0.445
C: 0.320 -0.049 3.303  -0.824
H: 4.486 -4.960 2.721  0.439
C: 3.902 -4.291 2.104  -0.688
H: -3.960 1.484 3.204  0.529

***

*w* is the most stable structure; the next one sits 0.500 eV above it.

***

*w*
Below is one molecule with the formula C3H4FN, with properties calculated with ωB97M-V/def2-TZVPD.

- SMILES string = C[C@@H](F)C#N
- lowest unoccupied orbital energy (eV) = 0.759
- Kohn-Sham gap (eV) = 12.787

Last column: Mulliken charge in e.
Atoms and positions in Å:
C: -1.098 -0.484 -0.339  0.415
C: -2.203 0.359 -0.139  0.165
H: -0.106 -0.202 1.439  0.281
N: -3.121 1.015 0.092  -0.350
F: -1.290 -1.770 0.176  -0.271
H: 0.467 1.077 0.135  0.342
H: -1.003 -0.817 -1.482  0.176
C: 0.100 0.054 0.337  -1.016
H: 1.137 -0.504 0.062  0.259

***

*x*
Below is a 2-piece molecular cluster, C3H4FN overall, with properties calculated with ωB97M-V/def2-TZVPD.

- lowest unoccupied orbital energy (spin up / spin down) (eV) = -2.578 / -2.622
- Kohn-Sham gap (spin up / spin down) (eV) = 8.502 / 8.417

Last column: Mulliken charge in e.
Atoms and positions in Å:
C: 0.023 -0.757 0.421  -0.427
F: 1.119 0.818 -1.148  -0.247
H: 0.264 -1.499 -0.257  0.309
H: 0.815 1.172 0.723  0.297
C: -2.127 0.221 -0.663  -0.044
H: -0.119 -1.000 1.447  0.333
C: 1.019 0.364 0.163  -0.176
H: 2.153 0.131 0.373  0.274
N: -3.148 0.551 -1.060  -0.318

***

*y*
Below is one molecule with the formula C3H4FN, with properties calculated with ωB97M-V/def2-TZVPD.

- SMILES string = C[C@@H](F)C#N
- lowest unoccupied orbital energy (eV) = 0.619
- Kohn-Sham gap (eV) = 12.640

Last column: Mulliken charge in e.
Atoms and positions in Å:
H: 1.113 -0.008 -0.028  0.340
C: 0.099 -0.224 -0.286  -1.055
H: -0.663 0.667 1.457  0.215
H: -0.096 -1.267 0.100  0.316
N: -3.172 -0.877 -0.152  -0.339
F: -1.107 1.996 -0.041  -0.264
C: -2.311 -0.124 -0.069  0.117
H: -0.156 -0.146 -1.387  0.287
C: -1.001 0.665 0.351  0.382

***

*y* is the most stable structure; the next one sits 0.054 eV above it.

***

*w*
Below is a 2-piece molecular cluster, C7H10N2O4 overall, with properties calculated with ωB97M-V/def2-TZVPD.

- SMILES string = Cc1[nH]c(=O)cc(O)c1C(=O)O.N
- lowest unoccupied orbital energy (eV) = -0.190
- Kohn-Sham gap (eV) = 7.777

Last column: Mulliken charge in e.
Atoms and positions in Å:
H: -2.879 2.197 -0.066  0.273
C: -1.294 -1.329 0.042  0.690
N: 4.033 -1.241 0.191  -0.722
H: 0.140 2.707 -0.890  0.320
C: -2.631 -1.096 0.072  -0.773
O: -0.830 -2.580 0.140  -0.601
O: -4.524 0.380 -0.287  -0.641
H: 0.198 -2.557 0.059  0.407
H: 3.390 -1.786 0.735  0.219
C: -0.381 -0.278 -0.055  -0.218
H: 2.834 0.152 -0.374  0.469
H: 5.031 -1.308 0.564  0.205
H: 3.806 -1.514 -0.670  0.266
H: -1.067 3.482 0.329  0.400
C: 0.999 -0.489 -0.259  1.029
C: -1.146 1.397 0.013  0.354
O: 1.439 -1.600 -0.511  -0.816
N: -2.427 1.345 0.058  -0.018
O: 1.924 0.491 -0.122  -0.484
H: 0.270 2.714 1.021  0.290
C: -3.316 0.192 -0.110  0.111
H: -3.259 -1.987 0.020  0.376
C: -0.310 2.708 0.101  -1.136

***

*x*
Below is one molecule with the formula C7H10N2O4, with properties calculated with ωB97M-V/def2-TZVPD.

- lowest unoccupied orbital energy (eV) = -1.970
- Kohn-Sham gap (eV) = 5.986

Last column: Mulliken charge in e.
Atoms and positions in Å:
O: -0.430 3.990 -0.799  -0.667
C: 1.038 0.335 -2.066  0.768
H: 0.143 -0.140 2.266  0.386
O: 0.936 -0.839 -2.574  -0.208
H: 1.482 -2.145 1.039  0.353
C: -0.571 -1.487 0.690  0.691
C: 0.415 0.479 -0.852  0.464
N: 0.044 -0.876 -0.522  0.968
H: 0.823 1.995 -2.656  0.360
H: 1.277 2.270 -0.205  0.326
C: -0.833 -0.590 1.899  -1.744
H: 0.342 -2.615 2.340  0.364
C: 0.254 1.775 -0.190  -1.207
N: 0.030 -1.547 -1.574  -0.673
H: -1.523 -2.031 0.576  0.235
H: -1.261 -1.228 2.628  0.513
C: -0.830 2.790 -0.712  0.475
O: -2.013 2.424 -1.119  -0.717
H: -0.024 1.749 0.773  0.344
H: -1.541 0.232 1.762  0.395
O: 1.525 1.380 -2.723  -0.498
C: 0.442 -2.491 1.229  -1.335
H: 0.275 -3.429 0.792  0.408

***

*w* is the most stable structure; the next one sits 4.127 eV above it.

***

*w*
Below is an isolated ion of composition CH8N3OSi and charge +1, with properties calculated with ωB97M-V/def2-TZVPD.

- charge = +1
- SMILES string = N/[NH+]=C(/N)O[SiH3]
- lowest unoccupied orbital energy (eV) = -3.239
- Kohn-Sham gap (eV) = 10.440

Last column: Mulliken charge in e.
Atoms and positions in Å:
N: 1.407 0.530 0.028  0.077
C: 0.602 -0.494 0.158  0.657
O: -0.526 -0.465 -0.397  -0.298
H: 2.391 0.580 0.161  0.260
H: 0.213 1.433 -1.331  0.247
N: 1.016 1.629 -0.772  -0.542
H: 0.174 -2.503 0.823  0.293
H: 1.206 2.577 -0.398  0.259
H: 1.859 -1.912 0.999  0.252
Si: -2.129 -0.011 -0.056  0.428
H: -2.510 -0.183 1.347  -0.026
N: 0.886 -1.644 0.869  -0.455
H: -2.811 -0.801 -1.039  -0.031
H: -1.777 1.265 -0.392  -0.121

***

*x*
Below is an isolated ion of composition CH8N3OSi and charge +1, with properties calculated with ωB97M-V/def2-TZVPD.

- charge = +1
- SMILES string = N/C(O)=[NH+]/N[SiH3]
- lowest unoccupied orbital energy (eV) = -3.449
- Kohn-Sham gap (eV) = 10.611

Last column: Mulliken charge in e.
Atoms and positions in Å:
H: 0.226 -1.879 2.330  0.207
H: 0.740 1.092 1.106  0.219
H: 1.244 -0.739 2.455  0.203
Si: 0.492 0.341 -2.044  0.294
N: -0.083 0.816 0.679  -0.003
H: -0.276 2.181 -0.876  0.327
H: -2.019 -0.762 0.073  0.400
H: 0.257 -1.152 -1.916  -0.057
O: -1.515 -1.029 0.833  -0.388
H: 1.833 0.977 -1.982  -0.027
C: -0.477 -0.380 1.150  0.689
N: -0.327 1.134 -0.659  -0.499
N: 0.409 -1.006 1.977  -0.345
H: -0.504 0.406 -3.126  -0.019

***

*w* is the most stable structure; the next one sits 0.555 eV above it.